Record 1
{"formula": "C6H9O4Rh", "method": "the ωB97M-V functional and the def2-TZVPD basis", "lumo_ev": [-5.4, -8.2], "s_squared": 8.758, "total_charge": 1, "relative_energy_kj_mol": 206.5, "gap_ev": [3.787, 5.489], "max_force_ev_per_a": 5.9, "spin_multiplicity": 6, "symbols": ["Rh", "O", "O", "O", "O", "C", "C", "C", "C", "C", "C", "H", "H", "H", "H", "H", "H", "H", "H", "H"], "xyz": [[-1.78540, 1.19807, 2.93863], [0.07894, 0.47337, 3.16372], [1.44888, 0.56128, 1.45411], [-0.70965, 1.20496, 1.26373], [-1.33683, -2.06566, -1.52775], [3.06113, -0.83353, -0.24461], [1.77377, -0.76058, 0.98854], [0.27385, 0.86958, 1.97978], [-0.07704, -1.77195, -2.10966], [2.24059, -1.32666, -1.33511], [0.98674, -1.82894, -1.04514], [2.40493, -0.87678, -2.32022], [-0.08747, -0.77400, -2.58017], [2.50660, -0.97877, 1.77943], [0.76513, -1.18975, 1.07828], [0.83618, -2.64593, -0.33087], [-1.90430, -1.29462, -1.60536], [0.16056, -2.50859, -2.89651], [3.43468, 0.19166, -0.35030], [3.85464, -1.53718, 0.04169]], "atomic_forces_ev_per_a": [[-5.116, 0.920, 2.730], [1.925, 0.516, 0.064], [2.225, 1.689, -2.145], [2.180, 0.816, -1.847], [0.716, -0.100, -0.316], [-2.514, -0.193, 1.349], [2.301, 2.199, 2.701], [-0.221, -3.324, -0.440], [-1.147, 1.078, 0.907], [-0.200, 2.075, -0.795], [0.123, -2.814, -2.379], [-0.114, -0.344, 0.001], [0.112, -0.357, -0.031], [-0.878, -1.436, 0.204], [0.927, -1.247, -0.728], [-0.037, 0.714, 0.251], [-0.177, 0.016, -0.023], [0.258, -0.068, 0.188], [-0.009, -0.348, -0.272], [-0.356, 0.206, 0.582]]}

Record 2
{"formula": "C7H8ClNOS", "method": "the ωB97M-V functional and the def2-TZVPD basis", "lumo_ev": [-1.4, -0.1], "total_charge": 0, "relative_energy_kj_mol": 318.2, "gap_ev": [6.888, 8.559], "max_force_ev_per_a": 4.1, "symbols": ["Cl", "S", "O", "N", "C", "C", "C", "C", "C", "C", "C", "H", "H", "H", "H", "H", "H", "H", "H"], "xyz": [[-3.91635, 1.35392, 0.61660], [-1.34391, -1.21249, -0.36710], [-1.69176, -1.83545, 0.90781], [-1.16498, -2.06357, -1.65452], [1.06726, 0.36100, -0.85291], [2.25771, 0.95576, -0.38823], [1.95359, -0.00302, 1.71286], [2.68024, 0.81087, 0.87550], [0.38389, -0.49725, 0.00299], [-3.07972, 1.03656, -0.78527], [0.77698, -0.62296, 1.29043], [-1.59672, -3.00147, -1.82983], [0.58677, 0.53484, -1.83824], [-3.66447, 0.78930, -1.68671], [2.71168, 1.83415, -0.92969], [2.15247, 0.23859, 2.81973], [-2.02004, 1.37835, -0.92785], [3.66107, 1.26285, 1.09804], [0.24627, -1.31998, 1.93639]], "atomic_forces_ev_per_a": [[-0.180, 0.167, 0.579], [1.029, -1.185, -0.321], [-0.482, 0.088, -0.139], [0.133, -0.101, 0.025], [-0.487, -0.125, -0.582], [-1.331, 2.100, -3.241], [-0.158, 1.398, 2.848], [1.465, -0.724, 0.738], [-0.876, 0.659, -1.586], [1.574, -0.204, -1.627], [0.866, -1.064, 1.698], [0.205, 1.376, 0.765], [0.855, 0.123, 0.590], [0.373, 0.039, 0.708], [-0.362, -1.489, -0.072], [-0.209, -1.509, -1.524], [-1.451, -0.039, 0.435], [-0.875, -0.054, 0.589], [-0.089, 0.544, 0.118]]}

Record 3
{"formula": "C22H31BrO5PPdSi", "method": "the ωB97M-V functional and the def2-TZVPD basis", "lumo_ev": -3.0, "total_charge": 1, "relative_energy_kj_mol": 13.2, "gap_ev": 7.752, "max_force_ev_per_a": 0.2, "symbols": ["Pd", "Br", "P", "Si", "O", "O", "O", "O", "O", "C", "C", "C", "C", "C", "C", "C", "C", "C", "C", "C", "C", "C", "C", "C", "C", "C", "C", "C", "C", "C", "C", "H", "H", "H", "H", "H", "H", "H", "H", "H", "H", "H", "H", "H", "H", "H", "H", "H", "H", "H", "H", "H", "H", "H", "H", "H", "H", "H", "H", "H", "H", "H"], "xyz": [[-0.10636, 0.13872, -0.76061], [-0.43163, -1.64420, -2.75341], [2.24351, -0.12292, -0.48735], [-0.03322, 1.69537, 2.49652], [3.12340, -1.42454, -0.66975], [2.95932, 0.58582, 0.70997], [0.74916, 1.56289, -2.33732], [2.80356, 0.77493, -1.82986], [-1.55735, -1.95864, 0.84757], [-2.70747, 0.02580, -2.23704], [3.75326, -3.61505, -1.39590], [-1.99506, 0.64789, -1.17026], [-2.57488, 1.67620, -0.48212], [-0.52680, 0.26667, 1.39808], [-4.02259, 0.47480, -2.54002], [0.63594, 3.06415, 1.42368], [-2.91797, -1.60101, -4.05988], [-4.22706, -1.15083, -4.32505], [-2.21340, -1.01655, -3.05343], [4.36699, 0.45866, 1.09541], [2.72728, -2.52113, -1.53798], [1.23829, 1.06764, 3.70601], [-3.87046, 2.13895, -0.80284], [1.94667, 1.52067, -2.51760], [-0.96697, -0.81467, 0.96605], [-1.43701, -2.66515, 3.19785], [-2.33637, -2.35346, 2.02928], [-1.58953, 2.22719, 3.37689], [5.28195, 1.19566, 0.14972], [-4.75727, -0.13678, -3.58490], [-4.58057, 1.54279, -1.79928], [-2.04683, -2.97149, 4.04798], [2.44399, 2.10490, -3.29564], [5.28913, 0.74063, -0.83943], [-2.48088, -2.39404, -4.65032], [2.68177, -2.14881, -2.56366], [1.73602, -2.85942, -1.23043], [4.98854, 2.24118, 0.05887], [1.54341, 2.75177, 0.90512], [3.48264, -4.45114, -2.04053], [-2.35717, 2.55309, 2.67321], [-2.04499, 2.15308, 0.32939], [-2.88945, -3.22306, 1.68695], [4.60161, -0.60195, 1.15278], [2.10406, 0.66252, 3.18108], [-0.75288, -3.47757, 2.95558], [1.57723, 1.87225, 4.36199], [-4.29440, 2.96226, -0.24284], [-0.85874, -1.78987, 3.49591], [-1.38061, 3.05922, 4.05318], [4.39528, 0.88357, 2.09580], [4.74005, -3.25942, -1.68864], [3.79553, -3.97129, -0.36756], [-5.75683, 0.22577, -3.78891], [6.29663, 1.16007, 0.54738], [-0.08988, 3.39551, 0.67889], [0.88878, 3.92498, 2.04758], [-2.00593, 1.41197, 3.97188], [0.82424, 0.27963, 4.33815], [-4.79487, -1.61055, -5.12190], [-3.03292, -1.54166, 2.24212], [-5.57988, 1.87803, -2.04641]], "atomic_forces_ev_per_a": [[-0.105, -0.071, 0.082], [-0.041, 0.058, 0.005], [0.080, -0.043, -0.084], [-0.050, 0.027, 0.011], [-0.001, 0.022, 0.001], [-0.027, 0.020, 0.022], [0.065, 0.047, -0.030], [0.025, -0.019, 0.038], [0.020, 0.000, -0.005], [0.010, -0.009, 0.008], [-0.004, 0.003, -0.006], [0.009, 0.041, -0.053], [0.006, -0.046, -0.040], [0.078, -0.046, 0.060], [-0.012, -0.003, -0.007], [0.018, 0.003, 0.019], [0.015, 0.010, 0.026], [-0.012, 0.017, 0.010], [0.025, -0.038, -0.027], [-0.011, 0.011, 0.006], [0.015, 0.003, -0.005], [-0.005, -0.012, -0.022], [-0.008, -0.006, -0.012], [-0.066, -0.020, -0.030], [-0.011, 0.016, 0.021], [-0.002, -0.005, -0.012], [-0.028, 0.012, 0.004], [0.017, -0.006, -0.002], [-0.004, -0.003, 0.002], [-0.002, -0.025, -0.025], [-0.011, 0.034, 0.027], [-0.002, 0.002, 0.000], [0.002, 0.002, 0.002], [-0.001, -0.002, -0.002], [0.001, 0.000, -0.001], [-0.003, 0.001, 0.004], [-0.002, 0.002, -0.003], [0.000, 0.000, 0.001], [0.005, -0.001, 0.005], [0.000, -0.002, 0.002], [-0.007, 0.004, 0.001], [0.003, 0.009, 0.019], [0.004, -0.003, -0.001], [0.001, -0.004, -0.002], [-0.002, 0.005, 0.016], [0.004, 0.003, 0.002], [0.001, 0.011, -0.007], [0.002, 0.002, 0.000], [-0.001, 0.001, 0.007], [0.007, -0.005, -0.001], [0.001, 0.001, 0.001], [-0.001, 0.001, 0.000], [0.002, 0.000, 0.000], [0.000, -0.001, -0.001], [0.002, 0.001, -0.002], [-0.002, -0.004, -0.003], [-0.003, 0.006, -0.013], [0.005, -0.005, -0.001], [-0.003, -0.001, -0.005], [0.000, 0.000, -0.001], [0.003, 0.005, -0.004], [0.000, 0.001, 0.002]]}

Record 4
{"formula": "C5H18NO6", "method": "the ωB97M-V functional and the def2-TZVPD basis", "lumo_ev": 3.5, "total_charge": -1, "relative_energy_kj_mol": 235.1, "gap_ev": 8.956, "max_force_ev_per_a": 4.3, "symbols": ["O", "O", "O", "O", "O", "O", "N", "C", "C", "C", "C", "C", "H", "H", "H", "H", "H", "H", "H", "H", "H", "H", "H", "H", "H", "H", "H", "H", "H", "H"], "xyz": [[3.79165, 0.32774, 0.92312], [-2.38615, -2.86991, -0.47454], [-1.37030, 0.62409, 1.49532], [-0.64438, -1.68653, 0.98912], [0.83876, 1.82809, 2.26095], [0.13722, -2.50701, -1.44042], [-1.24212, 0.83072, -0.87600], [-1.98400, 1.12744, 0.36042], [0.00687, 1.60915, -1.02676], [2.77060, 0.75898, 0.50233], [1.18845, 0.70448, -1.46765], [1.82317, -0.06119, -0.32672], [-0.06236, 1.42413, 1.90647], [-0.67686, -3.01534, -1.53545], [0.83058, -0.03594, -2.27422], [1.04729, -0.48950, 0.33463], [0.25325, 2.13902, -0.07035], [-1.73467, -2.39175, 0.10215], [-0.45159, -2.12491, 1.74543], [-1.05852, -0.49722, 1.30989], [2.37487, -0.95569, -0.70801], [-1.04330, -0.21731, -0.95175], [-2.06497, 2.21513, 0.52419], [-2.94917, 0.65754, 0.25752], [-0.19014, 2.42207, -1.80203], [-2.76084, -2.13590, -0.88571], [1.06751, 1.28371, 2.96386], [2.48303, 1.81912, 0.65514], [0.06506, -2.14244, -0.51046], [1.94107, 1.35925, -1.98048]], "atomic_forces_ev_per_a": [[1.922, -0.673, 1.052], [0.431, -1.654, 0.779], [0.616, -1.010, 0.609], [-0.947, 2.599, -3.029], [-1.971, 1.144, -2.324], [0.485, 0.388, 0.329], [0.253, -0.925, 0.048], [0.997, -0.456, -0.392], [-0.257, 0.388, -0.456], [-1.687, 0.821, -1.269], [-0.557, 0.392, -1.515], [0.200, -1.184, 0.016], [1.186, 0.325, 0.705], [-0.047, 0.081, 0.138], [0.391, 1.072, 1.238], [0.215, 0.350, -0.161], [-0.046, -0.459, -0.735], [0.177, -0.442, 0.700], [0.929, -2.203, 3.567], [-0.127, 0.770, -0.014], [-0.263, 0.702, 0.278], [-0.320, 2.025, 0.265], [-0.214, -0.195, -0.565], [-0.747, 0.056, -0.161], [0.400, -0.897, 0.775], [-1.442, 1.744, -1.450], [0.643, -1.518, 2.019], [0.124, -0.164, -0.032], [0.054, -0.572, -0.821], [-0.397, -0.505, 0.404]]}

Which formula does entry 1 have? C6H9O4Rh

Repeat the fourth record exactly.
{"formula": "C5H18NO6", "method": "the ωB97M-V functional and the def2-TZVPD basis", "lumo_ev": 3.5, "total_charge": -1, "relative_energy_kj_mol": 235.1, "gap_ev": 8.956, "max_force_ev_per_a": 4.3, "symbols": ["O", "O", "O", "O", "O", "O", "N", "C", "C", "C", "C", "C", "H", "H", "H", "H", "H", "H", "H", "H", "H", "H", "H", "H", "H", "H", "H", "H", "H", "H"], "xyz": [[3.79165, 0.32774, 0.92312], [-2.38615, -2.86991, -0.47454], [-1.37030, 0.62409, 1.49532], [-0.64438, -1.68653, 0.98912], [0.83876, 1.82809, 2.26095], [0.13722, -2.50701, -1.44042], [-1.24212, 0.83072, -0.87600], [-1.98400, 1.12744, 0.36042], [0.00687, 1.60915, -1.02676], [2.77060, 0.75898, 0.50233], [1.18845, 0.70448, -1.46765], [1.82317, -0.06119, -0.32672], [-0.06236, 1.42413, 1.90647], [-0.67686, -3.01534, -1.53545], [0.83058, -0.03594, -2.27422], [1.04729, -0.48950, 0.33463], [0.25325, 2.13902, -0.07035], [-1.73467, -2.39175, 0.10215], [-0.45159, -2.12491, 1.74543], [-1.05852, -0.49722, 1.30989], [2.37487, -0.95569, -0.70801], [-1.04330, -0.21731, -0.95175], [-2.06497, 2.21513, 0.52419], [-2.94917, 0.65754, 0.25752], [-0.19014, 2.42207, -1.80203], [-2.76084, -2.13590, -0.88571], [1.06751, 1.28371, 2.96386], [2.48303, 1.81912, 0.65514], [0.06506, -2.14244, -0.51046], [1.94107, 1.35925, -1.98048]], "atomic_forces_ev_per_a": [[1.922, -0.673, 1.052], [0.431, -1.654, 0.779], [0.616, -1.010, 0.609], [-0.947, 2.599, -3.029], [-1.971, 1.144, -2.324], [0.485, 0.388, 0.329], [0.253, -0.925, 0.048], [0.997, -0.456, -0.392], [-0.257, 0.388, -0.456], [-1.687, 0.821, -1.269], [-0.557, 0.392, -1.515], [0.200, -1.184, 0.016], [1.186, 0.325, 0.705], [-0.047, 0.081, 0.138], [0.391, 1.072, 1.238], [0.215, 0.350, -0.161], [-0.046, -0.459, -0.735], [0.177, -0.442, 0.700], [0.929, -2.203, 3.567], [-0.127, 0.770, -0.014], [-0.263, 0.702, 0.278], [-0.320, 2.025, 0.265], [-0.214, -0.195, -0.565], [-0.747, 0.056, -0.161], [0.400, -0.897, 0.775], [-1.442, 1.744, -1.450], [0.643, -1.518, 2.019], [0.124, -0.164, -0.032], [0.054, -0.572, -0.821], [-0.397, -0.505, 0.404]]}